Entry from the OMol25 dataset: C5H8N as an isolated structure at a distorted geometry (ωB97M-V/def2-TZVPD).

```
14
Properties=species:S:1:pos:R:3:nbo_charge:R:1
N -0.63 -0.07 0.17 -0.322
C 0.56 -0.47 0.67 0.201
C 2.24 -0.48 -0.44 -0.189
C 1.39 0.49 -0.10 -0.017
C -2.09 -0.21 0.52 -0.440
C -0.02 1.00 -0.64 -0.237
H -2.58 0.81 0.28 0.241
H -2.68 -0.86 -0.18 0.254
H 2.56 -0.74 -1.46 0.239
H -0.37 2.03 -0.32 0.266
H 0.89 -1.21 1.26 0.236
H 2.89 -0.86 0.35 0.250
H 0.09 0.93 -1.78 0.260
H -2.25 -0.36 1.66 0.257
```

The total charge is +1. For the HOMO energy, the calculation gives -0.5371 Ha.

***

Entry from the OMol25 dataset: C5H8N as an isolated structure at a distorted geometry (ωB97M-V/def2-TZVPD).

```
14
Properties=species:S:1:pos:R:3:nbo_charge:R:1
N 2.29 0.18 0.01 -0.256
C -1.53 0.56 -0.01 -0.110
C -0.29 0.06 -0.36 -0.197
C -2.78 -0.21 0.20 -0.674
C 3.11 -0.44 0.64 0.053
C 1.50 0.64 -0.84 0.259
H -1.53 1.67 -0.04 0.224
H 1.81 1.42 -1.46 0.245
H -0.30 -0.94 -0.62 0.187
H -3.66 0.33 0.60 0.261
H 3.44 -0.11 1.63 0.256
H -2.48 -1.03 0.79 0.243
H -3.07 -0.76 -0.68 0.254
H 3.48 -1.39 0.15 0.254
```

The total charge is +1. For the HOMO energy, the calculation gives -0.5111 Ha.